One molecule with the formula C4H8OS in a non-equilibrium geometry, computed with ωB97M-V with the def2-TZVPD basis set.

**Calculated total energy**: -630.574289 Ha
**M**: 104.2 g/mol
**HOMO level**: -9.25 eV
**SMILES string**: C=C(CO)CS
**Gap between HOMO and LUMO**: 10.0 eV

```
14
Properties=species:S:1:pos:R:3:nbo_charge:R:1
S -2.0690 1.7491 -0.3387 -0.0042
O 1.4233 -2.0553 0.5485 -0.7021
C -0.2516 -0.0226 1.4550 -0.4438
C -0.0614 -0.1425 0.1473 -0.0189
C 0.9713 -1.1143 -0.4120 -0.1002
C -0.6576 0.8025 -0.8562 -0.5798
H -0.0248 -0.9156 2.0834 0.2130
H 0.1300 1.5436 -1.1104 0.2383
H 1.8499 -0.6625 -0.9045 0.1793
H -0.8833 0.3838 -1.7953 0.2262
H -1.0812 0.6590 1.8280 0.2243
H 1.7883 -1.5687 1.2612 0.4671
H 0.5481 -1.5970 -1.3521 0.1877
H -1.6821 2.9405 -0.5542 0.1132
```

C4H8OS as an isolated structure in a non-equilibrium geometry, computed with ωB97M-V with the def2-TZVPD basis set.

**Calculated total energy**: -630.454904 Ha
**M**: 104.2 g/mol
**HOMO level**: -8.34 eV
**Gap between HOMO and LUMO**: 9.0 eV

```
14
Properties=species:S:1:pos:R:3:nbo_charge:R:1
S -1.4875 -1.1051 0.1346 0.1877
O 1.9641 -0.1118 0.0101 -0.6842
C -0.8399 1.4847 -0.2522 -0.6782
C 0.8942 -0.6514 0.6287 0.1278
C -0.5213 0.3781 0.8014 -0.3697
C 0.1439 -1.5553 -0.2965 -0.6188
H 1.1098 -0.9427 1.7340 0.2157
H 0.5396 -2.5840 -0.3154 0.2351
H 0.3562 1.9784 -0.6395 0.1897
H -1.7576 2.2361 0.2479 0.2522
H -1.3918 1.1053 -1.4064 0.2369
H -0.7850 0.8309 1.7440 0.2194
H 0.2598 -1.5069 -1.5341 0.2124
H 1.5154 0.4440 -0.8566 0.4742
```

A 2-piece molecular cluster, C4H8OS2 overall in a non-equilibrium geometry, computed with ωB97M-V with the def2-TZVPD basis set.

**Calculated total energy**: -1028.706202 Ha
**M**: 136.2 g/mol
**HOMO level**: -9.29 eV
**Gap between HOMO and LUMO**: 6.6 eV

```
15
Properties=species:S:1:pos:R:3:nbo_charge:R:1
S -0.5337 -1.3483 0.6634 0.1090
S -1.5814 0.9544 -0.6785 0.0617
O 3.6809 0.2903 -0.4703 -0.5031
C 2.5304 -0.0138 -0.6061 0.4481
C -3.1242 0.1066 -0.1432 -0.7388
C 1.3114 0.6382 -0.0299 -0.5314
C 0.6985 -0.1201 1.1420 -0.5489
H -3.9285 0.7009 -0.5907 0.2158
H 0.2243 0.5671 1.8328 0.2324
H 0.5084 0.6289 -0.7847 0.2378
H 2.2476 -0.8668 -1.2575 0.0994
H -3.1994 0.2165 0.9328 0.2215
H -3.2679 -0.9137 -0.4757 0.2258
H 1.4980 1.6751 0.2573 0.2338
H 1.5142 -0.6729 1.6247 0.2369
```

One molecule with the formula C4H8OS2 in a non-equilibrium geometry, computed with ωB97M-V with the def2-TZVPD basis set.

**Calculated total energy**: -1028.776100 Ha
**M**: 136.2 g/mol
**HOMO level**: -8.94 eV
**SMILES string**: CSSCCC=O
**Gap between HOMO and LUMO**: 9.6 eV

```
15
Properties=species:S:1:pos:R:3:nbo_charge:R:1
S 0.0876 -1.3073 -0.7136 0.1076
S 1.1920 0.1818 -1.6005 0.0359
O -0.6375 0.3918 2.9478 -0.5128
C -1.5351 0.4979 2.1068 0.4373
C 2.2718 1.0496 -0.3417 -0.6903
C -1.5112 -0.6077 -0.2500 -0.5584
C -1.4514 0.7345 0.5498 -0.5185
H 3.1124 0.3282 -0.2103 0.2271
H 2.6346 1.8665 -1.0271 0.2298
H -2.3111 1.3827 0.2406 0.2273
H -2.5062 0.3469 2.4628 0.1028
H -0.5368 1.3480 0.3237 0.2326
H -1.9307 -0.3062 -1.2673 0.2249
H 1.6941 1.2391 0.4503 0.2140
H -2.1747 -1.3779 0.0814 0.2408
```

One molecule with the formula C4H8OS2 in a non-equilibrium geometry, computed with ωB97M-V with the def2-TZVPD basis set.

**Calculated total energy**: -1028.694293 Ha
**M**: 136.2 g/mol
**HOMO level**: -8.93 eV
**SMILES string**: OC[C@@H](C=S)CS
**Gap between HOMO and LUMO**: 8.1 eV

```
15
Properties=species:S:1:pos:R:3:nbo_charge:R:1
S -2.9018 -0.4215 -0.3918 -0.0295
S 2.7382 -0.8104 -0.1777 -0.1320
O 0.8823 1.7878 0.0814 -0.7557
C 0.7923 -1.1794 -0.3628 -0.4716
C -1.6034 -0.9987 0.6140 -0.1951
C -0.2614 -0.3110 0.3185 -0.3813
C -0.4313 1.1429 -0.1677 -0.0650
H 0.2453 -0.1764 1.4130 0.2432
H 0.8839 2.7413 -0.1888 0.4884
H -1.2462 1.6272 0.3391 0.1928
H -0.7446 1.2145 -1.2113 0.1905
H 2.4296 0.6131 -0.0023 0.2058
H 0.3712 -1.0461 -1.3726 0.2084
H 0.7318 -2.2865 -0.3895 0.2408
H -1.8858 -1.8968 1.4986 0.2604
```

One molecule with the formula C4H8OS2 in a non-equilibrium geometry, computed with ωB97M-V with the def2-TZVPD basis set.

**Calculated total energy**: -1028.747487 Ha
**M**: 136.2 g/mol
**HOMO level**: -9.01 eV
**SMILES string**: CSSCCC=O
**Gap between HOMO and LUMO**: 7.6 eV

```
15
Properties=species:S:1:pos:R:3:nbo_charge:R:1
S 0.8746 1.1224 0.7826 0.0962
S 1.5601 -0.6494 -0.8826 0.0992
O -3.6065 -1.3794 0.1532 -0.5071
C -0.8183 0.8748 0.1813 -0.5535
C -2.8755 -0.5503 0.6087 0.4697
C 3.0405 0.3434 -1.1653 -0.7622
C -1.3322 -0.4700 0.6774 -0.5458
H 2.8864 1.2855 -1.6930 0.2264
H 3.5733 -0.2602 -1.9485 0.2222
H -3.3200 0.3750 1.1380 0.0708
H -1.0795 -0.7700 1.7070 0.2465
H 3.6977 0.4061 -0.3071 0.2263
H -1.0402 -1.3988 0.1666 0.2386
H -1.3074 1.8136 0.5137 0.2350
H -0.8717 0.8253 -0.9066 0.2378
```

A 2-piece molecular cluster, C4H8P2 overall in a non-equilibrium geometry, computed with ωB97M-V with the def2-TZVPD basis set.

**Calculated total energy**: -839.778032 Ha
**M**: 118.1 g/mol
**HOMO level**: -8.91 eV
**SMILES string**: C=PC.CC#P
**Gap between HOMO and LUMO**: 9.1 eV

```
14
Properties=species:S:1:pos:R:3:nbo_charge:R:1
P 1.2330 -0.3450 -0.7616 0.6713
P -3.1897 -1.0323 0.1917 0.4926
C -2.3358 1.7377 -0.5507 -0.7304
C -2.6059 0.4026 -0.0494 -0.4898
C 1.7398 -0.4183 1.0211 -0.9613
C 0.4711 -1.8267 -0.9365 -0.8423
H 1.4383 -1.2262 1.6044 0.2263
H -1.3504 2.0787 -0.0800 0.2371
H 1.2554 0.3834 1.5272 0.2340
H -2.0302 1.7060 -1.5350 0.2424
H -3.1566 2.5375 -0.4097 0.2470
H -0.1779 -1.9452 -1.7946 0.2174
H 0.7757 -2.7572 -0.2751 0.2270
H 2.8717 -0.2937 1.2342 0.2285
```

One molecule with the formula C4H8S in a non-equilibrium geometry, computed with ωB97M-V with the def2-TZVPD basis set.

**Calculated total energy**: -555.326013 Ha
**M**: 88.2 g/mol
**HOMO level**: -9.04 eV
**SMILES string**: C=CCCS
**Gap between HOMO and LUMO**: 10.0 eV

```
13
Properties=species:S:1:pos:R:3:nbo_charge:R:1
S 1.8187 -0.3586 1.8216 -0.0018
C 1.2008 -0.7151 0.2280 -0.5578
C -1.9141 0.4738 -0.5399 -0.3812
C -0.8009 0.8019 -0.0108 -0.1721
C 0.6010 0.4244 -0.5849 -0.4390
H 1.3252 1.1909 -0.7906 0.2226
H -0.9061 1.0340 0.9665 0.1920
H 0.7100 -0.8965 2.3056 0.1203
H -2.8898 0.8556 -0.2208 0.1946
H 0.4029 -0.0928 -1.5755 0.2034
H 1.9875 -1.1844 -0.4341 0.2181
H 0.5142 -1.5889 0.3164 0.2243
H -2.0494 0.0556 -1.4815 0.1767
```

C4H8S as an isolated structure in a non-equilibrium geometry, computed with ωB97M-V with the def2-TZVPD basis set.

**Calculated total energy**: -555.050672 Ha
**M**: 88.2 g/mol
**HOMO level**: -8.17 eV
**Gap between HOMO and LUMO**: 8.3 eV

```
13
Properties=species:S:1:pos:R:3:nbo_charge:R:1
S 0.8075 -0.8627 0.0235 0.2271
C -1.2143 0.9862 -0.3834 -0.4400
C -1.7562 -0.1118 0.6432 -0.3838
C -0.7268 -0.4592 -0.5154 -0.4916
C 1.7812 0.9359 0.1579 -0.8407
H -1.2496 0.2092 1.9913 0.2143
H 1.3628 1.6619 1.4416 0.2589
H -0.4893 2.0192 -0.0627 0.2278
H -1.0770 -1.2931 -1.4217 0.2563
H -1.5763 1.4892 -1.2156 0.2238
H 1.2849 1.6143 -1.0253 0.2450
H -2.7987 -0.5114 0.5845 0.2252
H 3.1199 0.5071 -0.0823 0.2777
```

One molecule with the formula C4H8S in a non-equilibrium geometry, computed with ωB97M-V with the def2-TZVPD basis set.

**Calculated total energy**: -555.356566 Ha
**M**: 88.2 g/mol
**HOMO level**: -8.31 eV
**SMILES string**: CCC(C)=S
**Gap between HOMO and LUMO**: 8.6 eV

```
13
Properties=species:S:1:pos:R:3:nbo_charge:R:1
S 2.2468 -0.9767 -0.1567 0.0405
C 0.9952 -0.0709 0.1713 -0.0620
C -0.2498 -0.8326 0.5223 -0.4831
C 1.0775 1.4302 0.0037 -0.6761
C -1.4378 -0.5613 -0.3827 -0.6137
H 0.4241 1.9203 0.7619 0.2175
H 0.0195 -1.9416 0.5129 0.2369
H 2.1078 1.8426 -0.0216 0.2451
H -2.2676 -1.2559 -0.0305 0.2198
H -1.8243 0.4564 -0.5283 0.2153
H -0.5783 -0.6210 1.5224 0.2188
H 0.6684 1.5573 -0.9483 0.2338
H -1.1815 -0.9468 -1.4262 0.2072
```